Formula: C9H17OP
Source: OMol25
Level of theory: the ωB97M-V functional and the def2-TZVPD basis

Electronic energy in a.u.: -769.54282
LUMO in eV: 0.9
Energy above the lowest of the compared OMol25 structures with the same formula, charge and spin in kcal per mole: 43.6

Geometry as ORCA input:
```
! RIJCOSX wB97M-V def2-TZVPD def2/J DEFGRID3
* xyz 0 1
C 2.443 0.654 0.095
C 2.305 -0.781 -0.519
C 1.461 1.672 -0.410
C 1.505 -1.812 0.245
C 0.021 1.662 0.041
C -0.022 -1.362 0.592
C -1.039 0.777 -0.631
C -0.790 -0.739 -0.558
C -2.303 0.423 0.097
O -2.325 0.432 1.478
P -3.862 -0.359 -0.592
H 2.402 0.552 1.251
H 3.395 1.187 -0.367
H 2.063 -0.627 -1.597
H 3.201 -1.390 -0.550
H 1.813 2.669 -0.031
H 1.377 1.612 -1.543
H 1.503 -2.639 -0.467
H 1.980 -1.953 1.214
H -0.102 1.291 1.025
H -0.350 2.647 -0.057
H -0.633 -2.299 0.849
H -0.094 -0.754 1.606
H -1.379 1.258 -1.585
H -1.247 -1.445 -1.370
H -2.242 -0.418 1.801
H -4.875 0.627 -0.692
H -4.208 -0.886 0.677
*
```